This record from the OMol25 dataset describes a single C15H17N7O2S2 molecule. The level of theory is ωB97M-V/def2-TZVPD.

Calculated values
HOMO-LUMO gap in Eh: 0.334
Molar mass in g/mol: 391.48
Calculated total energy in Eh: -1911.92992

XYZ file:
```
43
Properties=species:S:1:pos:R:3:mulliken_charge:R:1
H 3.0304 -2.4388 0.3435 0.281
H 3.3276 3.5890 2.0441 0.248
C 3.3019 -0.4517 0.6466 0.406
N -1.4567 -1.8856 -2.3233 -0.578
H -6.2685 2.0297 -2.0105 0.376
S 3.0527 1.1902 0.1053 -0.083
H -2.3181 -0.5058 1.5992 0.735
H -4.0315 3.3527 1.1244 0.394
H 1.2058 1.4268 3.0703 0.328
N -1.6673 -1.0913 -0.2798 0.204
O 1.6928 -0.3109 -1.5730 -0.603
N -5.2133 2.7480 -0.4204 -0.628
C -3.1940 1.6158 0.1768 -0.276
H 0.1551 0.3933 0.4679 0.317
H 0.5839 -0.5861 1.8939 0.594
S 0.1181 -3.1702 -0.5218 -0.207
C -4.5123 0.8383 -1.6628 -0.545
H 1.0429 -2.5870 -2.6598 0.443
N 4.3352 0.6149 2.2455 -0.453
H -0.0677 2.6652 3.2422 0.379
C -3.3883 0.6892 -0.8462 0.747
C -1.0557 -2.0073 -1.0894 0.514
C -2.4758 -0.4007 -1.1467 0.374
H 2.2065 -3.5058 -1.6370 0.470
N 3.9686 -0.5597 1.7459 -0.507
H 4.8310 3.0589 2.8276 0.317
C -1.4335 -0.9409 1.1299 -1.648
H -2.3317 1.5922 0.8217 0.602
C -5.3850 1.8797 -1.4043 -0.355
H -4.6755 0.1475 -2.4735 0.441
O -0.6566 1.0184 2.2585 -0.457
N -2.3375 -0.8919 -2.3568 -0.537
C -0.2306 -0.0226 1.4136 -0.013
C 3.9665 1.6291 1.5529 0.730
C -4.1419 2.6154 0.3399 -0.543
H -1.2652 -1.9348 1.5512 0.278
C 1.4741 -2.7023 -1.6671 -0.980
N 2.8169 -1.5301 -0.0448 -0.076
H 0.7390 2.4263 1.6664 0.269
C 4.2548 3.0342 1.9070 -1.043
H 4.8218 3.5141 1.1109 0.314
C 0.3682 1.9287 2.5711 -0.794
C 2.0051 -1.3960 -1.1402 0.562
```

This record from the OMol25 dataset describes a gas-phase ion, C15H14F2NO5S (charge -1). The level of theory is ωB97M-V/def2-TZVPD.

Calculated values
HOMO-LUMO gap in Eh: 0.159
Molar mass in g/mol: 358.34
Charge: -1
Calculated total energy in Eh: -1608.80875

XYZ file:
```
38
Properties=species:S:1:pos:R:3:mulliken_charge:R:1
N 1.7693 3.1075 1.1834 0.210
O 1.4309 0.5845 -0.4447 -0.155
C 2.5491 0.4160 0.2789 0.195
O 0.8986 -1.3293 1.8540 -0.618
O 2.5698 3.3422 -1.0142 -0.691
C 2.3263 0.5949 1.8007 0.502
H 2.4989 3.4547 4.0580 0.095
S 3.2259 2.0891 2.0392 -0.549
C -0.2558 0.5949 2.6229 -1.034
C 3.3820 3.4710 3.4161 0.496
F 3.4831 4.6625 2.7597 -0.272
O 3.6295 0.1250 -0.1743 -0.665
H 0.0144 1.3682 3.3509 0.303
C -2.4260 4.3934 -0.0840 -0.483
H -0.8118 1.0651 1.7932 0.067
C 0.9265 -0.1319 2.1014 0.545
H 0.1194 4.3733 -2.4298 0.459
H 1.8097 -0.8291 -1.8798 0.424
H -2.3581 4.8252 -2.2160 0.363
C -1.6956 4.0642 1.0616 -0.585
C 0.6721 3.4894 1.9285 0.361
C -0.3257 3.9214 0.9159 0.447
F 4.5481 3.2303 4.0872 -0.228
H -2.1472 3.9011 2.0380 0.474
H 2.5988 0.7647 -2.1478 0.314
H 0.4754 0.1796 -3.5727 0.373
H 0.6229 1.8013 -2.8617 0.158
C 0.4963 0.7379 -2.6301 -0.952
C -0.4039 4.3006 -1.4722 -0.324
O 0.5385 3.4617 3.1514 -0.751
C 0.3057 3.9804 -0.3187 0.259
H -0.4504 0.5907 -2.1016 0.243
C 1.6785 0.2588 -1.8294 -0.466
C 1.7019 3.4626 -0.1626 -0.060
C -1.7822 4.5445 -1.3305 -0.516
H 3.0679 -0.0183 2.3499 0.263
H -3.5092 4.5162 -0.0277 0.375
H -0.9171 -0.1563 3.0858 0.426
```

This record from the OMol25 dataset describes a molecular structure, C28H23BrN6O4SZr. The level of theory is ωB97M-V/def2-TZVPD.

Calculated values
HOMO-LUMO gap in Eh: 0.285
Molar mass in g/mol: 710.72
Calculated total energy in Eh: -4729.70944

XYZ file:
```
64
Properties=species:S:1:pos:R:3:mulliken_charge:R:1
C 1.1679 -0.6146 -3.4866 -0.127
N -0.9636 2.4355 0.5297 -0.806
C -4.0655 0.0544 3.5642 -0.713
H 2.5168 -2.6885 -1.4509 0.436
N 0.4665 -3.1566 1.4779 -1.031
N 0.4718 -2.8171 -1.4247 0.280
H 2.3392 3.7358 2.2740 0.420
O 1.2855 2.0614 0.8887 -0.949
H -1.5910 6.6778 2.8129 0.399
H -1.4562 -4.9785 -3.1192 0.460
H -3.8895 2.0292 4.3956 0.403
O -0.1267 0.5454 2.4479 -1.004
O 2.4980 -0.9461 -3.4972 -0.326
C 0.3967 -0.8916 -4.5932 -0.367
H 0.7865 -5.7309 -3.9296 0.386
H 0.8787 -1.3527 -5.4461 0.498
H 2.8246 -4.5671 -3.0612 0.436
C 0.1812 2.7808 1.0341 0.886
Zr 0.9534 0.0319 0.7694 0.927
C -1.3835 0.3923 2.8145 0.914
C 1.6679 -3.2333 -1.8453 -0.040
C -3.3758 1.2335 3.8702 -0.550
C -0.8318 4.8703 1.9577 -0.105
H -5.1014 -0.0623 3.8505 0.399
C -1.2804 1.1915 -1.3471 -0.952
C -3.3978 -0.9626 2.9222 -0.735
C -0.7275 6.0359 2.6963 -0.754
H 3.2477 0.8232 -4.2838 0.301
C -1.3166 -1.9491 2.0700 -0.626
H 4.3859 -0.2202 -3.3981 0.277
C 1.8347 -4.2745 -2.7418 -0.997
C 0.4833 6.3828 3.2860 -0.351
Br -2.2764 -2.8825 -1.2363 -0.121
C -2.0596 -0.8077 2.5329 0.476
O 1.2985 0.0770 -1.2209 -0.677
H 0.5634 7.2953 3.8630 0.385
C 0.5774 -0.0839 -2.3225 1.861
C 0.2782 4.0413 1.8046 0.188
H 3.1933 0.7489 -2.5009 0.191
C -0.7779 0.3006 -2.3822 0.317
C -0.5461 -4.5067 -2.7809 -0.744
N -0.7912 1.2232 -0.1661 0.701
H 1.9186 -5.1079 1.4919 0.254
H -1.9724 1.9838 -1.6338 0.437
C 3.3737 0.1767 -3.4111 -0.744
H -2.5700 0.3584 -3.5601 0.447
H -1.5568 -0.8023 -5.4959 0.418
C 1.4865 4.3887 2.3966 -0.347
S 2.7456 -1.6448 1.4909 -0.558
C 1.7500 -3.0965 1.4318 0.493
C -1.5316 0.0510 -3.5352 -0.701
C -0.9659 -0.5810 -4.6179 -0.855
H 2.5310 5.8258 3.5946 0.393
H -1.7290 -2.9383 2.2626 0.367
C -0.5800 -3.4552 -1.8790 0.186
C 0.7024 -4.9166 -3.2214 -0.297
H -1.5170 2.3112 3.7484 0.483
N -0.1400 -1.9067 1.5521 0.920
H -3.8988 -1.9021 2.7175 0.418
N 2.4434 -4.2695 1.2988 -0.364
H -1.7664 4.5849 1.4944 0.469
C -2.0548 1.4001 3.5190 -0.509
C 1.5880 5.5592 3.1354 -0.696
H 3.4046 -4.2604 1.5926 0.217
```

This record from the OMol25 dataset describes 14 unconnected molecules or ions with the total composition C5H37NO15. The level of theory is ωB97M-V/def2-TZVPD.

Calculated values
Multiplicity: 2
HOMO-LUMO gap (spin up / spin down) in Eh: 0.308 / 0.108
Molar mass in g/mol: 351.34
Charge: +1
Calculated total energy in Eh: -1395.64852

XYZ file:
```
58
Properties=species:S:1:pos:R:3:mulliken_charge:R:1
O -0.0710 1.8231 4.5122 -0.725
H 0.2251 1.0855 -4.4607 0.279
H 2.6364 0.1352 3.1600 0.342
H -1.4449 -0.8168 1.1803 0.263
H 5.5150 0.3712 0.4422 0.309
H 1.7791 2.6445 1.6990 0.357
O 1.7096 -0.0926 3.2629 -0.571
H -4.0240 2.7757 -1.7032 0.329
H -1.9303 -2.2567 -3.7464 0.290
H -1.6707 -3.4442 1.3212 0.359
O 2.2395 3.0932 2.4151 -0.601
H -2.8077 -2.4120 0.1824 0.419
O -3.3882 2.5566 1.2391 -0.635
H -0.4481 1.7254 -0.2999 0.218
H -1.0595 0.3564 -0.7377 0.305
H -2.5596 2.1645 0.9465 0.423
H 0.3774 -3.1193 -0.8735 0.546
H 5.2360 -0.3683 -0.8216 0.314
H 1.6186 -1.6946 -2.7351 0.315
O -1.1421 1.3059 -0.8407 -0.372
C 3.1162 -3.3371 -1.4004 -1.547
H -3.5104 2.1788 2.1182 0.314
H -1.7513 1.4552 4.4176 0.386
H -3.2587 1.0078 -4.1355 0.302
C 1.0996 -2.6140 -0.2143 -0.853
H 0.0567 1.3077 5.3179 0.270
H 2.9645 -1.3778 -0.3178 0.445
O -4.0962 1.8226 -1.8000 -0.604
C -1.8018 -2.7302 0.4966 -1.131
H -0.6230 1.0493 2.3921 0.310
N -1.0293 -1.4798 0.5217 0.042
O 2.0452 -1.2551 -1.9886 -0.464
H 1.6091 1.0698 -0.9864 0.215
H -1.0862 2.2451 3.0404 0.281
H -1.2482 0.6971 -4.5233 0.302
H -3.7645 1.4635 -0.9739 0.272
O 0.9929 -0.4702 0.7731 -0.186
O 5.8760 -0.3442 -0.0974 -0.616
O -0.3470 0.3147 -4.5095 -0.580
O -2.7913 1.8367 -3.9825 -0.707
H 3.7605 -2.9307 -2.1888 0.441
O -2.6356 1.0722 4.2048 -0.611
H 0.8310 2.0825 4.2650 0.259
H 2.1947 2.4133 -1.1118 0.284
H -1.6201 -3.3882 -0.3676 0.371
C 0.3155 -1.4293 0.4646 0.691
C 2.3755 -2.0805 -0.8917 -0.012
H -3.1163 1.4931 4.9379 0.349
H 1.4585 -3.3026 0.5700 0.347
H 1.3382 0.2022 2.4190 0.248
O -2.8124 -2.3991 -4.1198 -0.610
O 1.4336 1.9806 -0.7006 -0.606
O -0.8967 1.9392 2.1258 -0.554
H 2.5750 -4.1004 -1.9526 0.389
H 3.1469 3.3584 2.2498 0.279
H -2.4172 1.6984 -3.1076 0.395
H -2.9618 -1.5008 -4.4358 0.316
H 3.7875 -3.7813 -0.6505 0.410
```

This record from the OMol25 dataset describes a single C2H4N2OS molecule. The level of theory is ωB97M-V/def2-TZVPD.

Calculated values
HOMO-LUMO gap in Eh: 0.337
Molar mass in g/mol: 104.13
Calculated total energy in Eh: -661.44564

XYZ file:
```
10
Properties=species:S:1:pos:R:3:mulliken_charge:R:1
N 0.3142 0.9886 -0.3142 -0.275
H -1.2501 -1.0419 -0.4590 0.258
H 0.9780 0.1023 1.4608 0.382
S -3.4213 -0.0873 0.0236 -0.242
H 2.6695 -1.1105 0.3647 0.254
C -1.8492 -0.1290 -0.1761 0.053
H 0.2549 0.7529 -1.3004 0.324
N 2.1179 -0.5047 -0.2252 -0.615
O -1.0012 0.9094 0.2376 -0.223
C 1.1874 0.1201 0.3880 0.083
```

This record from the OMol25 dataset describes a molecular structure, C24H25BEuF4N9O3PS. The level of theory is ωB97M-V/def2-TZVPD.

Calculated values
Multiplicity: 8
HOMO-LUMO gap (spin up / spin down) in Eh: 0.242 / 0.306
Molar mass in g/mol: 789.33
Calculated total energy in Eh: -3522.68399

XYZ file:
```
69
Properties=species:S:1:pos:R:3:mulliken_charge:R:1
C 4.8663 0.2581 0.1196 0.113
O 3.9947 -1.7461 -0.8941 -0.753
C 1.1012 -0.9866 -3.0362 0.502
N -0.0398 -1.1001 1.2707 0.643
N -2.0973 -0.5692 -1.0485 0.547
O 2.2648 2.4143 -0.7872 -0.644
H -5.0651 -0.0153 3.6274 0.302
C -2.4281 -1.0120 -2.2994 -0.713
N 2.5603 -0.0289 -0.3732 0.095
H -1.8836 3.6532 1.7157 0.510
H 4.7056 3.3909 1.4572 0.491
C 0.4415 1.0572 -3.8839 -0.338
H -4.4305 3.3233 2.7850 0.433
H 1.1762 -2.6986 3.8773 0.423
C 6.4844 2.1830 1.2503 -0.594
C -4.5031 -3.1747 -0.3091 -0.799
P -2.8308 -1.1208 1.5955 -0.495
H 8.0830 0.8017 0.9215 0.396
C -5.2413 0.6553 2.7880 -0.792
C 3.7708 -0.6323 -0.4601 0.238
H -0.0930 1.9775 -3.6801 0.490
H 7.1398 2.9232 1.6883 0.396
C -1.0912 -1.4290 1.9938 -0.254
C -2.4673 2.7640 1.8740 -0.714
Eu -0.0184 1.1420 -0.4232 1.071
C -1.5875 -2.6278 4.1660 -0.805
H 2.3765 -2.1901 -4.2797 0.434
H -2.2615 -1.8562 4.5330 0.302
C 1.8326 -0.3269 -5.2081 -0.209
C 6.2180 -0.0056 0.2365 -0.693
N 0.4583 0.1707 -2.8713 0.215
H -1.9859 -0.5839 -3.1801 0.546
N -1.9781 1.5403 1.5144 0.139
N -0.7296 -2.0992 3.1189 0.207
S 2.6376 1.4340 0.2152 1.623
H -5.9254 1.4424 3.0962 0.307
H -4.8347 -3.8075 -1.1278 0.309
F -0.0462 3.7243 -2.2066 -0.337
H -2.1691 -3.4747 3.8053 0.309
F -0.2786 3.4669 0.0600 -0.375
H 0.6101 -1.6094 -1.1759 0.270
H 1.0676 1.6047 -5.8475 0.442
N -3.5853 -2.1931 -0.8622 0.221
C 0.6413 -2.2064 3.0866 -0.804
H -5.6964 0.0961 1.9725 0.298
O 1.8210 1.5330 1.4133 -0.673
H -0.9462 -2.9483 4.9828 0.309
C 1.1013 0.8538 -5.0742 -0.933
H 2.0468 -1.4410 1.5745 0.367
C 1.8377 -1.2577 -4.1997 -0.938
C -3.3501 -2.0092 -2.2017 -0.750
N 1.0173 -1.9481 -2.0420 -0.485
H 1.9118 -2.3860 -1.8440 0.259
H -5.3640 -2.6836 0.1419 0.286
C -3.7166 2.6191 2.3992 -0.470
C -2.8020 -1.2964 -0.2058 -0.189
H -3.8485 -2.6049 -2.9435 0.425
H 2.3998 -0.5196 -6.1101 0.393
H -4.0094 -3.7942 0.4368 0.320
B -0.9799 3.6912 -1.1760 0.493
C -2.9163 0.6665 1.8113 0.020
C 1.0495 -1.5841 1.9488 -0.477
F -1.7814 2.5354 -1.3614 -0.340
C 7.0203 0.9710 0.8112 -0.435
C 5.1275 2.4523 1.1300 -0.635
N -4.0038 1.2795 2.3520 0.221
H 6.6173 -0.9480 -0.1124 0.501
C 4.3508 1.4586 0.5644 0.110
F -1.7460 4.8321 -1.1102 -0.332
```

What did the first record say?
This record from the OMol25 dataset describes a single C15H17N7O2S2 molecule. The level of theory is ωB97M-V/def2-TZVPD.

Calculated values
HOMO-LUMO gap in Eh: 0.334
Molar mass in g/mol: 391.48
Calculated total energy in Eh: -1911.92992

XYZ file:
```
43
Properties=species:S:1:pos:R:3:mulliken_charge:R:1
H 3.0304 -2.4388 0.3435 0.281
H 3.3276 3.5890 2.0441 0.248
C 3.3019 -0.4517 0.6466 0.406
N -1.4567 -1.8856 -2.3233 -0.578
H -6.2685 2.0297 -2.0105 0.376
S 3.0527 1.1902 0.1053 -0.083
H -2.3181 -0.5058 1.5992 0.735
H -4.0315 3.3527 1.1244 0.394
H 1.2058 1.4268 3.0703 0.328
N -1.6673 -1.0913 -0.2798 0.204
O 1.6928 -0.3109 -1.5730 -0.603
N -5.2133 2.7480 -0.4204 -0.628
C -3.1940 1.6158 0.1768 -0.276
H 0.1551 0.3933 0.4679 0.317
H 0.5839 -0.5861 1.8939 0.594
S 0.1181 -3.1702 -0.5218 -0.207
C -4.5123 0.8383 -1.6628 -0.545
H 1.0429 -2.5870 -2.6598 0.443
N 4.3352 0.6149 2.2455 -0.453
H -0.0677 2.6652 3.2422 0.379
C -3.3883 0.6892 -0.8462 0.747
C -1.0557 -2.0073 -1.0894 0.514
C -2.4758 -0.4007 -1.1467 0.374
H 2.2065 -3.5058 -1.6370 0.470
N 3.9686 -0.5597 1.7459 -0.507
H 4.8310 3.0589 2.8276 0.317
C -1.4335 -0.9409 1.1299 -1.648
H -2.3317 1.5922 0.8217 0.602
C -5.3850 1.8797 -1.4043 -0.355
H -4.6755 0.1475 -2.4735 0.441
O -0.6566 1.0184 2.2585 -0.457
N -2.3375 -0.8919 -2.3568 -0.537
C -0.2306 -0.0226 1.4136 -0.013
C 3.9665 1.6291 1.5529 0.730
C -4.1419 2.6154 0.3399 -0.543
H -1.2652 -1.9348 1.5512 0.278
C 1.4741 -2.7023 -1.6671 -0.980
N 2.8169 -1.5301 -0.0448 -0.076
H 0.7390 2.4263 1.6664 0.269
C 4.2548 3.0342 1.9070 -1.043
H 4.8218 3.5141 1.1109 0.314
C 0.3682 1.9287 2.5711 -0.794
C 2.0051 -1.3960 -1.1402 0.562
```